# 1
# C5H19N2O3

A cluster of 3 separate species, C5H19N2O3 in total in a non-equilibrium geometry (ωB97M-V/def2-TZVPD, the Open Molecules 2025 dataset).

* spin multiplicity: 1
* Kohn-Sham gap: 9.58 eV
* max |F|: 4.42 eV/A
* energy relative to the best compared isomer or geometry (same formula, charge and spin): 221.7 kJ/mol
* net charge: +1
* E_HOMO: -12.6 eV
* lowest unoccupied orbital energy: -0.1119 Eh

Structure (XYZ):
```
29
Properties=species:S:1:pos:R:3:lowdin_charge:R:1
N 1.9522 -1.3616 0.0084 0.21
C 1.0081 -1.7970 1.1260 -0.16
C -0.3754 -1.1873 1.0741 -0.18
N -0.0813 0.1900 1.5639 -0.03
C -1.9273 1.8697 1.1164 -0.04
C -0.5773 1.2468 0.6744 -0.38
C 0.5169 2.3732 0.5508 -0.21
O 1.3695 1.9220 -0.4736 -0.07
H 2.7832 -1.9407 -0.0474 0.17
H 1.9889 -0.3567 0.2705 0.15
H 1.5237 -1.3765 -0.9189 0.13
H 1.5962 -1.6786 2.0273 0.13
H 0.8024 -2.9012 1.0454 0.14
H -0.6618 -1.2533 0.0159 0.10
H -1.0915 -1.7171 1.7163 0.14
H -0.4634 0.2017 2.5062 0.13
H -1.7642 2.5123 1.9685 0.08
H -2.5096 0.9896 1.3166 0.07
H -2.3792 2.4621 0.3285 0.08
H -0.7757 0.8117 -0.3158 0.12
H 0.0994 3.3918 0.4366 0.13
H 0.9354 2.3998 1.5690 0.12
H 1.1800 2.3012 -1.3372 0.10
H -1.2916 0.9529 -3.3265 0.05
H -0.8756 -0.1795 -2.6370 0.00
O -0.5743 0.3060 -3.4217 -0.06
H -0.8763 -2.9332 -2.3932 0.08
H 0.5884 -2.6781 -2.5459 0.06
O -0.1197 -2.5700 -1.8977 -0.05
```

# 2
# C5H19N2O4

A cluster of 4 separate species, C5H19N2O4 in total in a non-equilibrium geometry (ωB97M-V/def2-TZVPD, the Open Molecules 2025 dataset).

* spin multiplicity: 2
* Kohn-Sham gap (spin up / spin down): 11.22 / 5.31 eV
* max |F|: 13.20 eV/A
* energy relative to the best compared isomer or geometry (same formula, charge and spin): 451.2 kJ/mol
* ⟨S²⟩: 0.755
* net charge: +2
* E_HOMO (spin up / spin down): -17.7 / -17.6 eV
* lowest unoccupied orbital energy (spin up / spin down): -0.2396 / -0.4528 Eh

Structure (XYZ):
```
30
Properties=species:S:1:pos:R:3:lowdin_charge:R:1
C 0.3377 1.0516 1.2345 -0.09
N -0.2305 1.8294 0.1011 0.20
C -1.7271 2.0225 0.2541 -0.09
C -2.1989 0.7832 -0.5234 -0.12
C -1.7616 0.8891 -2.0099 -0.22
O -1.5410 -0.1252 -2.5895 0.11
C 1.1560 -0.0796 0.5532 -0.11
N 0.5270 -1.1368 -0.2626 0.14
H -0.2932 0.5891 1.9992 0.08
H 0.9046 1.6965 1.9384 0.18
H 0.1930 2.7006 -0.0217 0.15
H -1.9953 2.9506 -0.3883 0.17
H -2.2454 2.2351 1.2070 0.17
H -3.2462 0.7467 -0.2866 0.13
H -1.9514 -0.2681 -0.0550 0.16
H -1.8218 1.7872 -2.5958 0.14
H 1.8452 0.3236 -0.1911 0.13
H 1.7527 -0.8434 1.1913 0.17
H 1.0967 -1.4742 -1.0645 0.13
H -0.2743 -0.6721 -0.7522 0.11
H 0.3287 -2.0187 0.1396 0.14
H -0.8124 -0.4764 4.1770 0.02
H -2.0158 -0.7556 3.2732 0.09
O -1.0625 -0.5461 3.3036 -0.02
H 2.2170 -3.1258 0.8472 0.03
H 3.2779 -2.9399 -0.3196 0.13
O 2.3672 -2.7202 0.0358 -0.03
H 2.9235 -0.2329 -3.0862 0.08
H 1.7829 -1.1581 -3.2652 -0.10
O 2.4672 -1.0323 -2.8435 0.09
```

# 3
# C5H19NO3

A cluster of 4 separate species, C5H19NO3 in total in a non-equilibrium geometry (ωB97M-V/def2-TZVPD, the Open Molecules 2025 dataset).

* spin multiplicity: 1
* Kohn-Sham gap: 8.76 eV
* max |F|: 2.51 eV/A
* structure (SMILES): CCCN(C)C.O.O.O
* energy relative to the best compared isomer or geometry (same formula, charge and spin): 167.8 kJ/mol
* E_HOMO: -8.5 eV
* lowest unoccupied orbital energy: 0.0087 Eh

Structure (XYZ):
```
28
Properties=species:S:1:pos:R:3:lowdin_charge:R:1
C 0.8700 -0.8155 -1.8062 -0.09
C -0.5913 -1.1936 -1.4607 -0.23
C -0.9376 -1.0564 0.0091 -0.21
N -1.6055 0.2031 0.4604 -0.24
C -0.8599 1.4108 -0.0569 -0.09
C -2.9640 0.3037 -0.0486 -0.14
H 1.5243 -1.1858 -1.0321 0.03
H 1.1251 -1.2659 -2.7702 0.07
H 1.0218 0.2509 -1.9682 0.07
H -0.8059 -2.1599 -1.9161 0.10
H -1.2589 -0.5179 -2.0161 0.09
H 0.0137 -0.9928 0.5570 0.08
H -1.5067 -1.8240 0.5321 0.12
H -1.2602 2.1805 0.6020 0.09
H -1.0800 1.7330 -1.0806 0.09
H 0.1841 1.1806 0.0444 0.03
H -3.6338 -0.2730 0.6073 0.08
H -3.3605 1.3139 0.0656 0.08
H -3.1632 0.0407 -1.0968 0.08
O 2.1041 2.3301 0.1043 -0.06
H 2.5056 1.4698 0.0255 0.02
H 1.8085 2.3588 1.0133 0.01
O 1.0624 1.1251 2.7180 -0.05
H 0.7926 0.5310 2.0150 0.00
H 1.9563 0.9059 3.0274 0.05
O 2.4743 -1.7388 1.0954 -0.06
H 2.8499 -2.2749 0.3985 0.03
H 2.7349 -2.0393 1.9772 0.05
```

# 4
# C5H19NO5S

A cluster of 5 separate species, C5H19NO5S in total (ωB97M-V/def2-TZVPD, the Open Molecules 2025 dataset).

* spin multiplicity: 1
* Kohn-Sham gap: 9.47 eV
* max |F|: 0.84 eV/A
* structure (SMILES): CC(=O)N[C@H](C)CS.O.O.O.O
* energy relative to the best compared isomer or geometry (same formula, charge and spin): 0.0 kJ/mol
* E_HOMO: -9.1 eV
* lowest unoccupied orbital energy: 0.0118 Eh

Structure (XYZ):
```
31
Properties=species:S:1:pos:R:3:lowdin_charge:R:1
C -0.5240 -2.1089 -2.5606 0.01
C -0.3634 -1.2366 -1.3518 -0.50
O -0.0606 -0.0417 -1.4423 0.00
N -0.5404 -1.8313 -0.1495 0.10
C -0.3118 -1.1305 1.1327 -0.43
C 0.4988 -2.0462 2.0437 -0.06
C -1.6522 -0.7340 1.7369 -0.52
S -1.4901 0.3758 3.1747 0.72
H -1.3030 -2.8670 -2.4606 0.08
H 0.3904 -2.6666 -2.7675 0.09
H -0.7945 -1.4546 -3.3856 0.09
H -0.7483 -2.8126 -0.0577 0.15
H 0.2662 -0.2226 0.9432 0.14
H 1.4417 -2.3027 1.5673 0.09
H -0.0916 -2.9264 2.2844 0.08
H 0.7327 -1.5339 2.9770 0.07
H -2.2765 -0.2254 1.0017 0.05
H -2.2130 -1.5943 2.1157 0.08
H -0.9800 1.4541 2.5567 -0.14
O -1.8593 1.8032 -0.5269 -0.07
H -2.5605 1.7877 -1.1866 0.06
H -1.2738 1.0409 -0.7348 0.00
O 3.3511 0.8185 -0.3860 -0.10
H 2.6122 0.5864 -0.9611 0.00
H 3.0101 1.6421 0.0427 -0.01
O 0.4079 3.1121 -1.5178 -0.06
H -0.4522 2.9224 -1.0762 0.03
H 0.5921 2.3117 -2.0218 0.04
O 2.0972 3.0107 0.6118 -0.07
H 2.6433 3.7855 0.5328 0.05
H 1.4516 3.0844 -0.1346 0.01
```

# 5
# C5H2

The molecule C5H2 in a non-equilibrium geometry (ωB97M-V/def2-TZVPD, the Open Molecules 2025 dataset).

* spin multiplicity: 1
* Kohn-Sham gap: 9.18 eV
* max |F|: 4.52 eV/A
* structure (SMILES): C#CC1=C=C1
* energy relative to the best compared isomer or geometry (same formula, charge and spin): 0.0 kJ/mol
* E_HOMO: -9.1 eV
* lowest unoccupied orbital energy: 0.0036 Eh

Structure (XYZ):
```
7
Properties=species:S:1:pos:R:3:lowdin_charge:R:1
C -1.9827 -0.1598 -0.6656 0.12
C -0.8776 -0.0494 -0.1080 -0.03
C 0.4259 0.2620 0.6178 -0.25
C 1.3889 0.6377 1.6160 0.08
C 1.7286 0.0567 0.3787 -0.06
H -2.8047 -0.2755 -1.3197 0.02
H 2.1217 -0.4717 -0.5192 0.13
```

# 6
# C5H20As2F12N10O5Tl

A structure of composition C5H20As2F12N10O5Tl in a non-equilibrium geometry (ωB97M-V/def2-TZVPD, the Open Molecules 2025 dataset).

* spin multiplicity: 2
* Kohn-Sham gap (spin up / spin down): 8.99 / 4.13 eV
* max |F|: 6.47 eV/A
* ⟨S²⟩: 0.755
* E_HOMO (spin up / spin down): -9.1 / -9.1 eV
* lowest unoccupied orbital energy (spin up / spin down): -0.0059 / -0.1842 Eh

Structure (XYZ):
```
55
Properties=species:S:1:pos:R:3:lowdin_charge:R:1
Tl 0.5777 -0.3268 1.8037 1.15
As -4.0666 -0.1939 1.6182 0.96
F -5.9004 -0.1879 1.6071 -0.30
F -4.1420 0.1812 3.3887 -0.29
F -2.2345 -0.1707 1.8794 -0.39
F -3.8880 -0.5890 -0.1731 -0.31
F -4.0588 1.5232 1.2206 -0.28
F -3.9650 -1.9245 1.8588 -0.26
As 2.8094 -0.7108 -2.3876 0.95
F 2.1401 0.8068 -2.9413 -0.26
F 1.4469 -1.6292 -3.0199 -0.25
F 3.5005 -2.2373 -1.7539 -0.26
F 4.2744 0.1885 -1.8416 -0.28
F 1.9910 -0.5208 -0.7814 -0.32
F 3.6600 -0.9166 -4.0263 -0.30
C 2.1635 -3.9382 0.9128 -0.70
O 1.8544 -2.7920 1.3273 -0.15
N 2.7867 -4.1347 -0.2125 0.19
N 2.0552 -5.0034 1.7042 0.16
H 3.0586 -3.3271 -0.7547 0.05
H 3.0591 -5.0967 -0.3556 0.11
H 2.3442 -5.9299 1.4247 0.10
H 1.4769 -4.8760 2.5224 0.11
C 2.3573 2.8758 0.2624 -0.73
O 1.5300 1.9569 0.5193 -0.11
N 1.9917 4.0587 0.5221 0.19
N 3.5291 2.7470 -0.2283 0.23
H 2.6536 4.7976 0.3321 0.13
H 1.0377 4.1359 0.8447 0.10
H 3.7887 1.8344 -0.5745 0.10
H 4.0754 3.5699 -0.4389 0.13
C -1.1545 3.2724 2.5086 -0.81
O -0.7730 2.1343 2.5922 -0.04
N -0.4412 4.3204 2.6226 0.17
N -2.3955 3.5388 2.2297 0.19
H -0.9449 5.1957 2.6088 0.12
H 0.5555 4.2781 2.7803 0.12
H -3.0029 2.7579 2.0262 0.07
H -2.7285 4.4822 2.3686 0.11
C -1.0689 1.4759 -1.4687 -0.59
O -0.7227 0.9823 -0.4386 0.25
N -0.2588 1.7339 -2.5005 0.25
N -2.2694 1.9942 -1.5697 0.25
H 0.6531 1.3010 -2.5349 0.06
H -0.7108 2.1968 -3.2761 0.13
H -2.6004 2.3321 -2.4621 0.14
H -2.8895 2.0151 -0.7727 0.11
C -1.1539 -3.1405 -0.8456 -0.67
O -0.6799 -2.3151 -0.0410 -0.07
N -0.9372 -3.3558 -2.1593 0.17
N -2.0815 -3.9599 -0.3523 0.16
H -0.1499 -2.8997 -2.5975 0.07
H -1.4252 -4.1069 -2.6262 0.10
H -2.1634 -3.8329 0.6464 0.12
H -2.5627 -4.5706 -0.9969 0.10
```

# 7
# C5H20B2CsO2

A structure of composition C5H20B2CsO2 in a non-equilibrium geometry (ωB97M-V/def2-TZVPD, the Open Molecules 2025 dataset).

* spin multiplicity: 1
* Kohn-Sham gap: 5.98 eV
* max |F|: 2.33 eV/A
* net charge: -1
* E_HOMO: -4.3 eV
* lowest unoccupied orbital energy: 0.0613 Eh

Structure (XYZ):
```
30
Properties=species:S:1:pos:R:3:lowdin_charge:R:1
Cs -23.2837 -8.6161 23.9449 1.10
B -22.3072 -6.1551 21.6776 -0.53
H -22.2018 -5.3803 22.5393 -0.07
H -21.4400 -6.9193 21.6781 -0.10
H -23.2810 -6.7323 21.8744 -0.14
H -22.3154 -5.7562 20.5805 -0.08
B -25.1496 -5.6395 23.9545 -0.51
H -25.1770 -6.7303 23.5928 -0.16
H -24.0609 -5.2648 23.9025 -0.08
H -25.7613 -4.9390 23.2508 -0.07
H -25.5885 -5.6320 25.0448 -0.08
C -20.3361 -6.5977 25.1520 -0.15
O -20.9151 -7.8181 25.5927 -0.26
H -21.1223 -6.0073 24.6734 0.07
H -19.9753 -5.9412 25.9538 0.08
H -19.5539 -6.7586 24.4075 0.09
H -20.1589 -8.3607 25.8402 0.08
C -24.5492 -7.3673 28.7200 -0.17
C -25.7093 -8.3014 28.5033 -0.17
C -25.8368 -8.3444 26.9787 -0.21
O -24.5216 -8.2259 26.4970 -0.34
C -23.7718 -7.3680 27.3733 -0.18
H -23.9110 -7.7532 29.5166 0.10
H -24.8112 -6.3273 28.9196 0.11
H -26.6106 -8.1095 29.0822 0.11
H -25.3506 -9.2949 28.8012 0.11
H -26.2806 -7.4131 26.5883 0.12
H -26.4146 -9.2116 26.6602 0.12
H -23.8176 -6.3870 26.8908 0.12
H -22.7316 -7.6444 27.5327 0.10
```

# 8
# C5H20BaFO5

A structure of composition C5H20BaFO5 in a non-equilibrium geometry (ωB97M-V/def2-TZVPD, the Open Molecules 2025 dataset).

* spin multiplicity: 1
* Kohn-Sham gap: 7.95 eV
* max |F|: 12.32 eV/A
* energy relative to the best compared isomer or geometry (same formula, charge and spin): 1217.4 kJ/mol
* net charge: +1
* E_HOMO: -12.1 eV
* lowest unoccupied orbital energy: -0.1512 Eh

Structure (XYZ):
```
32
Properties=species:S:1:pos:R:3:lowdin_charge:R:1
Ba -2.1090 0.3289 -1.1828 2.56
F -0.4025 0.0521 -0.0706 -0.50
C 2.1454 -0.7556 -0.3922 -0.12
O 1.3990 0.3065 -0.9954 -0.13
H 3.0845 -0.9596 -0.9067 0.10
H 2.4890 -0.5121 0.6131 0.07
H 1.6083 -1.7040 -0.4016 0.08
H 0.5161 0.3253 -0.6189 -0.20
C 1.0750 1.0258 2.0308 -0.14
O -0.2900 0.8242 1.9100 -0.16
H 1.4759 1.5461 1.1609 0.09
H 1.3025 1.5477 2.9603 0.10
H 1.6107 0.0771 2.0607 0.04
H -0.4568 0.4830 1.0284 -0.15
C -0.1459 -1.2763 -2.4463 -0.12
O -1.2205 -0.4722 -2.6513 -0.57
H 0.8010 -0.8364 -2.7594 0.13
H -0.0639 -1.4723 -1.3772 0.04
H -0.3303 -2.2401 -2.9210 0.13
H -1.3814 -0.2590 -3.5734 0.14
C -1.8288 2.3344 0.3989 -0.24
O -2.7473 2.3377 -0.6239 -0.41
H -2.1026 1.5668 1.1228 0.09
H -0.8445 2.0092 0.0619 0.06
H -1.5784 3.3182 0.7960 0.14
H -2.6847 3.1607 -1.1141 0.13
C 0.2237 -1.9547 1.6256 -0.11
O -0.0241 -2.0604 0.2528 -0.19
H 1.0599 -1.3014 1.8746 0.05
H -0.5923 -1.3748 2.0567 0.09
H 0.1432 -2.8940 2.1729 0.11
H -0.1313 -1.1708 -0.0917 -0.12
```

What did the fourth record say?
# C5H19NO5S

A cluster of 5 separate species, C5H19NO5S in total (ωB97M-V/def2-TZVPD, the Open Molecules 2025 dataset).

* spin multiplicity: 1
* Kohn-Sham gap: 9.47 eV
* max |F|: 0.84 eV/A
* structure (SMILES): CC(=O)N[C@H](C)CS.O.O.O.O
* energy relative to the best compared isomer or geometry (same formula, charge and spin): 0.0 kJ/mol
* E_HOMO: -9.1 eV
* lowest unoccupied orbital energy: 0.0118 Eh

Structure (XYZ):
```
31
Properties=species:S:1:pos:R:3:lowdin_charge:R:1
C -0.5240 -2.1089 -2.5606 0.01
C -0.3634 -1.2366 -1.3518 -0.50
O -0.0606 -0.0417 -1.4423 0.00
N -0.5404 -1.8313 -0.1495 0.10
C -0.3118 -1.1305 1.1327 -0.43
C 0.4988 -2.0462 2.0437 -0.06
C -1.6522 -0.7340 1.7369 -0.52
S -1.4901 0.3758 3.1747 0.72
H -1.3030 -2.8670 -2.4606 0.08
H 0.3904 -2.6666 -2.7675 0.09
H -0.7945 -1.4546 -3.3856 0.09
H -0.7483 -2.8126 -0.0577 0.15
H 0.2662 -0.2226 0.9432 0.14
H 1.4417 -2.3027 1.5673 0.09
H -0.0916 -2.9264 2.2844 0.08
H 0.7327 -1.5339 2.9770 0.07
H -2.2765 -0.2254 1.0017 0.05
H -2.2130 -1.5943 2.1157 0.08
H -0.9800 1.4541 2.5567 -0.14
O -1.8593 1.8032 -0.5269 -0.07
H -2.5605 1.7877 -1.1866 0.06
H -1.2738 1.0409 -0.7348 0.00
O 3.3511 0.8185 -0.3860 -0.10
H 2.6122 0.5864 -0.9611 0.00
H 3.0101 1.6421 0.0427 -0.01
O 0.4079 3.1121 -1.5178 -0.06
H -0.4522 2.9224 -1.0762 0.03
H 0.5921 2.3117 -2.0218 0.04
O 2.0972 3.0107 0.6118 -0.07
H 2.6433 3.7855 0.5328 0.05
H 1.4516 3.0844 -0.1346 0.01
```

The highest max |F| belongs to which entry?
C5H19N2O4